# 1
This record from the Open Molecules 2025 dataset describes the molecule C2H2OS. The level of theory is ωB97M-V/def2-TZVPD.

Positions of all 6 atoms, in Å:
S1 0.26085 -0.62969 3.37386
C1 -0.16421 -0.00160 1.96487
C2 -0.06766 0.07440 0.31065
O1 -0.59052 1.05378 1.36350
H1 0.86077 0.53376 0.08357
H2 -0.73850 -0.42815 -0.25758

Values from the calculation:
Frontier orbital gap (eV): 9.38
Structure (SMILES): S=C1CO1
HOMO level (hartree): -0.330
Total charge: 0
Spin multiplicity: 1
Lowest unoccupied orbital energy (eV): 0.4098

Charges in e, computed with natural (NBO), in the same order as the atoms: atom 1 (S): 0.0088, atom 2 (C): 0.2072, atom 3 (C): -0.1835, atom 4 (O): -0.4435, atom 5 (H): 0.2074, atom 6 (H): 0.2037

=====

# 2
This record from the Open Molecules 2025 dataset describes C34H37BN8TeV as an isolated structure. The level of theory is ωB97M-V/def2-TZVPD.

Positions of all 82 atoms, in Å:
V1 -1.31828 -2.23344 -0.96976
C1 -2.96545 -1.35100 -2.47695
C2 -2.65224 -2.67860 -2.80319
C3 -3.06570 -3.56600 -1.73455
C4 -3.55809 -2.76214 -0.67040
C5 -3.53126 -1.37502 -1.15188
C6 -4.00444 -0.12191 -0.49575
C7 -4.14189 -3.30281 0.61673
C8 -2.96814 -5.07498 -1.91673
C9 -1.90955 -3.12260 -4.07296
C10 -2.89786 -0.11695 -3.33011
H1 -4.82814 0.34024 -1.03512
H2 -3.22970 0.57848 -0.55409
H3 -4.20677 -0.30264 0.55298
H4 -3.81576 -4.33407 0.87007
H5 -5.23313 -3.33718 0.63038
H6 -3.85872 -2.71186 1.48545
H7 -2.18268 -5.37541 -2.58544
H8 -3.87741 -5.37209 -2.35663
H9 -2.77776 -5.53779 -0.94241
H10 -1.01900 -3.78453 -3.90179
H11 -1.65879 -2.28292 -4.73721
H12 -2.55951 -3.66159 -4.77677
H13 -2.32517 0.53931 -2.69426
H14 -3.83907 0.31455 -3.68462
H15 -2.35128 -0.26253 -4.26518
C11 1.67104 0.26237 -2.72098
C12 0.45943 -0.38552 -2.91541
N1 0.15993 -1.09714 -1.81059
N2 1.16346 -0.85331 -0.90929
C13 2.05676 -0.07682 -1.44411
B1 1.42746 -1.84206 0.40467
N3 0.38421 -1.27000 1.35688
C14 0.33956 -0.83249 2.66243
C15 -0.97949 -0.56294 3.01963
C16 -1.73639 -0.94329 1.88121
N4 -0.94131 -1.35939 0.89672
N5 1.20145 -3.33797 0.03541
C17 1.95690 -4.40281 0.28795
C18 1.21742 -5.55883 0.08020
C19 -0.05602 -5.07648 -0.27917
N6 -0.04924 -3.71930 -0.28120
N7 2.83179 -1.55688 0.73024
C20 3.94437 -1.99420 0.07735
C21 4.96795 -1.42819 0.73789
C22 4.41317 -0.59052 1.67699
N8 3.09764 -0.64864 1.67795
H16 2.15093 0.94194 -3.33939
H17 -0.19030 -0.29102 -3.78327
H18 2.91994 0.21404 -0.88372
H19 1.33410 -0.68077 3.10324
H20 -1.30207 -0.21772 3.98025
H21 -2.80030 -0.90531 1.76897
H22 2.99608 -4.32671 0.64680
H23 1.49889 -6.58912 0.13353
H24 -0.89725 -5.66959 -0.59854
H25 3.84289 -2.65610 -0.72803
H26 5.96411 -1.63190 0.43990
H27 4.91648 0.14074 2.26555
Te1 1.88029 6.82913 0.97492
C23 3.20904 5.23239 1.12103
C24 4.52061 5.47688 0.85128
C25 5.47739 4.45272 1.01191
C26 5.06670 3.23934 1.56069
C27 3.77336 3.04562 1.92429
C28 2.80052 4.04571 1.71754
C29 0.05491 6.18324 1.55522
C30 -0.91271 6.48883 0.61084
C31 -2.26239 6.37620 0.95868
C32 -2.61941 6.04654 2.29293
C33 -1.62139 5.87488 3.24722
C34 -0.32516 6.02039 2.91779
H28 4.87139 6.43354 0.50885
H29 6.51242 4.76073 0.85529
H30 5.81004 2.51112 1.91054
H31 3.46226 2.15471 2.39824
H32 1.81770 4.04009 2.12256
H33 -0.60973 6.68754 -0.40380
H34 -2.95971 6.47974 0.19693
H35 -3.68342 5.96328 2.54062
H36 -1.86876 5.64835 4.25530
H37 0.41831 5.85049 3.70124

Values from the calculation:
Frontier orbital gap (alpha / beta) (eV): 8.01 / 4.98
HOMO level (alpha / beta) (hartree): -0.486 / -0.485
Total charge: +2
Spin multiplicity: 4
Lowest unoccupied orbital energy (alpha / beta) (eV): -5.2059 / -8.2313

These are the Mulliken partial charges, in e, on atoms 1 to 6: atom 1 (V): 0.4870, atom 2 (C): 0.3076, atom 3 (C): 0.5569, atom 4 (C): 0.5677, atom 5 (C): 1.0013, atom 6 (C): 0.6732

=====

# 3
This record from the Open Molecules 2025 dataset describes a 2-piece molecular cluster, H5P3 overall. The level of theory is ωB97M-V/def2-TZVPD.

Positions of all 8 atoms, in Å:
P1 -1.30634 -1.08811 -0.01110
P2 1.66263 0.66394 -0.11272
P3 0.14820 -0.27964 1.18178
H1 -2.28457 -0.96465 0.93980
H2 -1.33865 0.67772 -0.98420
H3 2.53620 0.61331 1.07051
H4 2.25029 -0.58656 -0.54183
H5 -1.66777 0.96399 -1.54223

Values from the calculation:
Frontier orbital gap (eV): 7.46
HOMO level (hartree): -0.312
Total charge: 0
Spin multiplicity: 1
Lowest unoccupied orbital energy (eV): -1.0395

These are the natural (NBO) partial charges, in e, on atoms 1 to 6: atom 1 (P): 0.0644, atom 2 (P): -0.0037, atom 3 (P): -0.0336, atom 4 (H): -0.0270, atom 5 (H): -0.0416, atom 6 (H): 0.0115

=====

# 4
This record from the Open Molecules 2025 dataset describes a 5-piece molecular cluster, C37H53F33N2O5PS overall. The level of theory is ωB97M-V/def2-TZVPD.

Positions of all 132 atoms, in Å:
C1 -1.02264 -4.32249 3.47463
C2 -0.22002 -4.06042 2.04515
C3 -1.39275 -3.56605 0.95637
O1 -1.82866 -2.27708 1.35629
C4 -2.43210 -1.36519 0.45225
C5 -2.12831 -1.48885 -1.15242
P1 -0.22861 -1.39138 -1.58791
C6 0.83068 -1.11464 -0.02666
C7 0.04098 0.19815 -2.67010
C8 0.69860 1.41023 -1.77684
N1 -2.85204 -2.58982 -1.87501
C9 -3.97824 -3.22060 -1.12939
C10 -4.78940 -2.24180 -0.05756
S1 -5.29733 -3.45501 1.33342
C11 -6.10796 -1.76797 -0.90437
C12 -7.28991 -2.92344 -1.04059
C13 -6.83597 -0.38782 -0.47150
C14 -8.03908 -0.50783 0.63310
C15 -8.37653 0.87801 1.44585
N2 -3.95594 -1.14571 0.55492
C16 -4.42935 -0.59610 1.87171
C17 -4.14252 1.05326 1.90263
F1 -3.85564 -1.13298 3.10472
H1 -0.57795 -3.67891 4.36175
H2 -0.93745 -5.45530 3.83625
H3 -2.16301 -4.04834 3.37969
H4 0.27660 -5.07645 1.73349
H5 0.56772 -3.21821 2.27261
H6 -0.92468 -3.73893 -0.09085
H7 -2.27935 -4.34876 1.12281
H8 -2.00042 -0.28237 0.73405
H9 -2.54166 -0.47392 -1.63233
H10 1.07189 -2.19797 0.41267
H11 0.36078 -0.41802 0.78767
H12 1.88782 -0.70628 -0.40034
H13 0.81573 -0.07228 -3.51163
H14 -0.98276 0.50491 -3.19759
H15 0.15980 1.60360 -0.74726
H16 1.83143 1.12070 -1.60030
H17 0.72452 2.43494 -2.38307
H18 -3.21977 -2.29607 -2.81162
H19 -4.75461 -3.60831 -1.95021
H20 -3.60943 -4.22353 -0.59592
H21 -5.62559 -4.69472 0.71420
H22 -5.72294 -1.60973 -2.02478
H23 -6.90320 -3.85276 -1.65586
H24 -8.13019 -2.42419 -1.72556
H25 -7.81660 -3.19724 -0.03571
H26 -6.11220 0.47310 -0.08047
H27 -7.33528 0.07001 -1.45511
H28 -9.00355 -0.88352 0.03978
H29 -7.79015 -1.38511 1.40095
H30 -8.74613 1.71140 0.69270
H31 -9.31524 0.64870 2.14356
H32 -7.47373 1.21559 2.10968
H33 -4.08688 -0.32298 -0.11611
H34 -5.61467 -0.67015 2.00179
H35 -3.69790 1.39701 2.94343
H36 -3.41569 1.39912 1.04547
H37 -5.18514 1.60979 1.73823
C18 3.72634 -0.13334 2.98724
C19 3.80416 0.95417 4.07110
C20 3.11962 2.27439 3.72199
F2 3.59087 2.83565 2.58891
F3 3.31647 3.18981 4.71011
F4 5.10643 1.13784 4.41692
F5 3.19663 0.44974 5.19266
O2 4.83251 -0.22118 2.08370
C21 4.82231 0.71690 1.01396
C22 5.91479 1.79246 1.14104
F6 5.89405 2.40046 2.35570
F7 5.74757 2.77424 0.21555
F8 3.57545 1.23562 0.89957
F9 5.03091 -0.00153 -0.12444
H38 3.73244 -1.09544 3.51523
H39 2.76737 -0.12348 2.45493
H40 2.03932 2.13798 3.61503
H41 6.90842 1.35896 1.00565
C23 5.15773 2.70608 -4.43424
C24 5.45774 4.21291 -4.37991
C25 4.57027 5.02192 -3.43580
F10 3.25452 4.90827 -3.71307
F11 4.86423 6.34818 -3.52396
F12 5.43423 4.71176 -5.64475
F13 6.75548 4.35061 -3.95762
O3 4.27791 2.26249 -5.47195
C26 2.89010 2.43642 -5.21079
C27 2.24027 3.52147 -6.08652
F14 2.92217 4.69529 -6.03527
F15 0.97381 3.79295 -5.67326
F16 2.71873 2.65038 -3.88352
F17 2.30021 1.23671 -5.47219
H42 6.11074 2.21015 -4.65848
H43 4.86728 2.30335 -3.45623
H44 4.73009 4.72143 -2.39597
H45 2.20016 3.20822 -7.13237
C28 0.47717 2.99995 7.40059
C29 -0.50715 3.81798 8.25232
C30 -1.92182 3.24881 8.34296
F18 -2.50880 3.08590 7.13884
F19 -2.72905 4.08714 9.04915
F20 -0.50871 5.10364 7.80928
F21 0.00660 3.87073 9.52303
O4 0.62540 3.39368 6.03285
C31 -0.38663 2.92409 5.14982
C32 -1.31275 4.04196 4.64073
F22 -1.82394 4.78419 5.65722
F23 -2.37551 3.52975 3.96502
F24 -1.05616 1.91110 5.75181
F25 0.26191 2.36267 4.09161
H46 1.47092 3.16233 7.83710
H47 0.31335 1.91965 7.49642
H48 -1.92251 2.28431 8.85951
H49 -0.77665 4.72074 3.97334
C33 2.85509 -3.56161 -6.35130
C34 2.60523 -2.72638 -5.08502
C35 3.66417 -1.66820 -4.78110
F26 4.90738 -2.17839 -4.65815
F27 3.39086 -1.04448 -3.60236
F28 2.41731 -3.56776 -4.03336
F29 1.40587 -2.08328 -5.25641
O5 3.52748 -4.81235 -6.17449
C36 4.94332 -4.73265 -6.05830
C37 5.45424 -5.05692 -4.64398
F30 4.82012 -4.32465 -3.69152
F31 6.77979 -4.77920 -4.52487
F32 5.35095 -3.52034 -6.50655
F33 5.44924 -5.64224 -6.93711
H50 1.86597 -3.83944 -6.73718
H51 3.30371 -2.97032 -7.15887
H52 3.68300 -0.89954 -5.55948
H53 5.30195 -6.11206 -4.40519

Values from the calculation:
Frontier orbital gap (eV): 8.08
HOMO level (hartree): -0.394
Total charge: +1
Spin multiplicity: 1
Lowest unoccupied orbital energy (eV): -2.6453

These are the Mulliken partial charges, in e, on atoms 1 to 6: atom 1 (C): -0.8521, atom 2 (C): -0.0713, atom 3 (C): -0.4411, atom 4 (O): -0.0042, atom 5 (C): -0.9969, atom 6 (C): -0.3276

=====

# 5
This record from the Open Molecules 2025 dataset describes C6H16FLiO2Zn as an isolated structure. The level of theory is ωB97M-V/def2-TZVPD.

Positions of all 27 atoms, in Å:
Li1 0.10850 0.92772 2.40230
Zn1 -3.02346 -0.97599 2.15126
F1 -1.41722 0.06690 1.47233
C1 -3.17423 1.21575 -1.72947
C2 -1.83093 0.51683 -2.21559
C3 -1.48793 1.00873 -3.59015
O1 -0.78578 0.79247 -1.30392
H1 -3.10312 2.05358 -1.03587
H2 -3.76444 0.52544 -1.12679
H3 -3.77155 1.45251 -2.60996
H4 -2.08319 -0.54334 -2.23813
H5 -2.40683 0.98147 -4.17580
H6 -0.66279 0.40910 -3.97446
H7 -1.07280 2.01027 -3.47755
H8 -1.13156 0.54735 -0.44255
C4 3.76893 -0.90551 1.44466
C5 2.20571 -1.02781 1.47898
C6 1.63893 -1.18661 2.89729
O2 1.70777 0.19745 1.07424
H9 4.07088 -0.13636 2.15553
H10 4.15373 -0.59600 0.47294
H11 4.21979 -1.88344 1.61342
H12 2.01675 -1.75827 0.69232
H13 0.57882 -1.41000 2.77742
H14 1.77512 -0.34564 3.57723
H15 2.11005 -1.95295 3.51283
H16 1.36094 0.01635 0.19759

Values from the calculation:
Frontier orbital gap (alpha / beta) (eV): 8.96 / 6.16
HOMO level (alpha / beta) (hartree): -0.468 / -0.468
Total charge: +1
Spin multiplicity: 2
Lowest unoccupied orbital energy (alpha / beta) (eV): -3.7728 / -6.5745

These are the natural (NBO) partial charges, in e, on atoms 1 to 6: atom 1 (Li): 0.9685, atom 2 (Zn): 0.9291, atom 3 (F): -0.9131, atom 4 (C): -0.6458, atom 5 (C): 0.1087, atom 6 (C): -0.6252

=====

Which value of spin multiplicity does entry 3 give?
1